1.
Density functional theory data (ωB97M-V/def2-TZVPD) for a single C6H10O4S molecule in a non-equilibrium geometry.

Geometry (Å):
H1 1.589 1.076 -1.604
C1 -0.172 0.293 -0.601
H2 -0.516 2.912 1.095
H3 -2.247 -1.184 0.994
C2 0.117 1.296 0.524
H4 -2.978 -1.988 -0.581
H5 1.859 -0.682 2.612
C3 -2.176 -1.300 -0.051
H6 -0.003 -1.370 2.135
O1 -0.067 0.588 1.707
H7 1.299 1.702 0.461
C4 0.402 -0.722 1.451
H8 0.167 1.546 -2.321
C5 0.095 -1.090 -0.032
O2 -0.988 -1.998 -0.215
O3 -0.705 2.426 0.332
C6 0.595 0.783 -1.816
S1 -1.935 0.200 -1.056
O4 1.740 -0.723 1.708
H9 0.718 0.031 -2.431
H10 1.114 -1.380 -0.500

Cartesian forces, eV/Å:
H 1.115 0.493 0.792
C -0.650 1.456 -0.639
H 0.100 1.879 1.750
H -1.185 0.748 1.266
C 2.198 1.029 -1.364
H 1.225 1.670 1.528
H 0.517 0.201 2.937
C -1.074 -1.473 -2.854
H -1.919 -1.523 1.521
O -1.180 0.238 0.223
H -2.824 -1.212 0.213
C 0.084 0.969 -0.919
H -1.751 2.546 -1.353
C 2.564 0.338 -0.013
O 2.642 -0.291 -0.312
O 0.223 -2.034 -0.460
C 0.496 -0.079 3.377
S -0.614 0.165 0.441
O 1.689 -0.553 -3.361
H 0.291 -3.944 -3.503
H -1.948 -0.623 0.733

* lowest unoccupied orbital energy: 0.7 eV
* relative energy (zero: lowest compared OMol25 entry of this formula, charge and spin): 184.0 kJ/mol


2.
Density functional theory data (ωB97M-V/def2-TZVPD) for a molecular structure, C40H47N7O3RuS2SbSe.

Geometry (Å):
C1 0.134 0.164 4.827
Sb1 -0.866 0.528 2.960
H1 -2.810 0.461 6.566
C2 1.293 2.404 4.591
C3 -2.763 4.323 3.821
C4 -4.422 1.040 -4.563
C5 -2.536 2.178 -3.548
C6 -5.265 2.375 1.758
C7 -4.366 3.255 0.945
O1 -3.733 -1.331 -1.634
H2 1.795 -0.379 8.281
H3 4.680 1.245 2.085
C8 1.018 1.124 5.334
H4 -0.618 -4.717 -2.608
N1 -2.632 4.825 -0.452
C9 -3.311 0.435 5.595
C10 -3.361 -1.101 2.429
C11 -0.708 -2.384 -0.507
C12 -3.103 1.052 -4.137
C13 -5.152 2.201 -4.363
C14 -3.882 5.223 -0.257
S1 -0.599 3.203 -0.138
H5 -4.161 -4.283 1.628
H6 1.726 2.454 -1.292
H7 2.431 0.834 -1.239
H8 0.659 -1.932 2.548
H9 -5.190 4.211 -3.613
H10 -4.292 4.932 5.203
C15 0.045 -2.771 2.880
C16 -2.327 -1.284 -4.620
C17 -3.121 1.749 4.885
Se1 0.535 -0.389 -3.137
H11 -2.910 -0.404 5.040
C18 -1.148 -4.432 -1.697
S2 -3.411 -0.076 -0.928
H12 0.375 -3.654 2.331
C19 -4.805 4.475 0.449
C20 -1.422 -2.528 2.635
H13 -2.046 -3.878 -1.967
N2 3.939 0.573 2.154
H14 -4.370 0.244 5.774
C21 1.326 -0.233 7.317
H15 3.583 2.457 0.441
H16 1.597 2.204 3.563
O2 1.921 -0.146 1.472
C22 -3.700 4.110 4.821
H17 -5.184 -2.026 1.774
N3 -3.116 2.835 0.752
H18 -5.816 4.822 0.609
C23 2.804 0.710 1.440
H19 -2.479 -1.271 -5.700
H20 0.955 -5.027 0.002
C24 -3.569 -3.434 1.945
N4 -2.125 0.064 -4.132
O3 -0.037 -1.623 0.204
C25 1.887 1.581 -0.661
C26 1.610 0.904 6.575
H21 4.069 -0.257 2.708
H22 0.399 3.032 4.553
H23 -1.777 -4.584 2.161
C27 -2.034 3.248 3.339
H24 -2.818 4.202 -2.863
H25 -3.188 -1.718 -4.116
H26 2.011 2.643 1.209
C28 -2.013 -1.262 2.746
H27 -1.434 -1.859 -4.387
H28 -3.800 -0.112 2.483
H29 2.084 2.978 5.073
C29 2.625 1.953 0.614
H30 -4.580 2.678 6.143
H31 -6.302 2.705 1.700
C30 -1.006 0.537 -3.541
H32 -0.642 2.362 -2.604
C31 -0.162 -0.962 5.586
C32 -4.142 -2.174 2.029
C33 0.430 -1.168 6.825
H33 0.253 -2.943 3.936
H34 -2.607 5.311 3.405
H35 0.188 -2.052 7.401
N5 -0.301 -3.596 -0.871
H36 2.294 1.646 6.970
C34 -3.260 3.341 -3.345
C35 -3.865 2.839 5.344
C36 -2.217 1.955 3.835
H37 -1.321 3.417 2.540
H38 -5.196 1.346 1.408
H39 -0.873 -1.691 5.216
H40 -1.438 -5.338 -1.160
C37 -4.582 3.328 -3.762
C38 -2.289 3.639 0.076
C39 1.023 -4.081 -0.539
H41 -4.150 6.185 -0.682
H42 -4.946 2.406 2.803
C40 -2.226 -3.600 2.247
H43 -6.188 2.233 -4.670
N6 -1.232 1.833 -3.238
H44 1.520 -3.340 0.080
H45 1.598 -4.240 -1.454
H46 -1.696 -2.109 -0.882
Ru1 -0.066 0.668 -0.062
H47 -4.867 0.161 -5.008
N7 -2.004 0.322 -0.787

Cartesian forces, eV/Å:
C -0.031 -0.048 -0.007
Sb -0.176 0.023 0.023
H 0.016 -0.005 -0.015
C 0.034 -0.026 0.037
C 0.011 0.012 0.028
C -0.004 -0.006 -0.002
C -0.001 -0.018 0.009
C 0.038 0.004 -0.006
C -0.064 -0.004 -0.027
O 0.020 0.039 0.000
H 0.003 -0.003 -0.002
H -0.001 0.009 0.010
C -0.010 0.050 -0.005
H -0.009 0.007 -0.005
N -0.019 0.062 0.004
C -0.045 0.011 -0.020
C 0.021 -0.005 0.072
C -0.012 0.036 0.026
C 0.009 0.009 0.022
C -0.004 -0.004 -0.005
C 0.042 -0.007 0.014
S -0.038 -0.009 0.088
H -0.004 0.000 0.005
H -0.010 -0.032 -0.017
H -0.001 -0.034 0.048
H -0.010 -0.028 0.020
H -0.001 0.000 -0.003
H -0.003 0.001 -0.004
C 0.010 -0.003 0.029
C 0.006 0.011 0.025
C 0.029 0.022 0.010
Se -0.067 0.012 0.045
H 0.040 -0.079 -0.075
C -0.002 0.018 -0.028
S 0.013 0.057 -0.057
H -0.003 0.018 -0.005
C -0.012 -0.019 -0.001
C -0.016 0.023 0.020
H -0.005 -0.007 0.016
N -0.028 -0.017 -0.021
H 0.010 0.010 0.006
C 0.003 -0.003 0.008
H 0.026 -0.043 -0.006
H 0.020 0.017 -0.087
O 0.010 0.025 0.025
C 0.016 0.014 0.009
H 0.009 0.000 -0.005
N 0.006 -0.023 -0.132
H -0.001 -0.005 -0.004
C 0.004 0.048 0.074
H -0.021 0.000 0.001
H -0.005 -0.002 0.000
C 0.002 -0.015 -0.016
N 0.008 -0.007 -0.029
O 0.094 -0.080 -0.173
C 0.057 0.066 -0.103
C -0.001 0.006 0.000
H -0.008 0.015 0.021
H 0.022 -0.017 0.001
H 0.003 -0.001 0.002
C 0.005 -0.015 -0.008
H 0.007 -0.013 -0.007
H -0.003 -0.014 0.010
H 0.053 0.016 0.018
C 0.000 -0.009 -0.039
H -0.008 -0.001 0.005
H -0.051 0.051 0.013
H 0.009 -0.007 -0.007
C -0.080 0.015 0.006
H 0.000 0.000 -0.006
H 0.002 0.001 0.004
C 0.011 0.052 0.028
H 0.016 -0.024 -0.002
C 0.033 -0.001 0.015
C -0.026 0.002 0.024
C -0.001 -0.003 -0.010
H 0.008 -0.044 -0.013
H -0.003 0.003 0.002
H -0.002 0.002 0.003
N -0.002 -0.027 0.030
H 0.000 -0.002 -0.002
C -0.017 0.012 -0.025
C 0.005 -0.027 0.043
C 0.017 0.003 0.068
H 0.010 -0.014 0.033
H 0.013 -0.024 -0.011
H -0.033 0.036 0.027
H 0.019 -0.010 -0.001
C 0.010 -0.003 0.000
C -0.005 -0.007 -0.074
C -0.017 -0.003 0.008
H -0.001 -0.001 -0.009
H 0.009 -0.043 -0.030
C 0.002 -0.006 0.027
H 0.000 0.000 0.001
N -0.024 0.010 0.004
H 0.008 0.005 -0.010
H 0.007 -0.004 0.004
H -0.004 0.011 -0.012
Ru 0.216 0.120 -0.059
H 0.001 0.000 -0.002
N -0.152 -0.116 0.116

* lowest unoccupied orbital energy (spin up / spin down): 0.6 / -0.7 eV
* expectation value of S²: 8.76
* spin multiplicity: 6
* relative energy (zero: lowest compared OMol25 entry of this formula, charge and spin): 0.0 kJ/mol


3.
Density functional theory data (ωB97M-V/def2-TZVPD) for 2 unconnected molecules or ions with the total composition C2H4I2O in a non-equilibrium geometry.

Geometry (Å):
I1 1.484 1.777 -0.869
C1 1.556 0.736 0.797
H1 -1.305 -1.409 -2.218
H2 1.688 -0.337 0.901
I2 -1.201 2.665 -1.539
C2 -0.903 -1.649 -1.205
H3 -1.770 -2.035 -0.692
O1 0.183 -1.428 -0.732
H4 1.194 1.010 1.832

Cartesian forces, eV/Å:
I 1.580 0.203 -0.942
C -0.662 -1.614 4.179
H 1.296 0.243 -0.244
H 0.508 0.081 -1.219
I -1.570 0.517 -0.284
C -0.533 0.742 -0.573
H -0.133 -0.671 1.355
O -0.690 -0.376 -0.587
H 0.204 0.875 -1.683

* lowest unoccupied orbital energy (spin up / spin down): 0.5 / -2.3 eV
* expectation value of S²: 2.01
* spin multiplicity: 3
* relative energy (zero: lowest compared OMol25 entry of this formula, charge and spin): 152.0 kJ/mol